Here is an isolated molecule of C9H19NO2 in a non-equilibrium geometry from OMol25. Energies are from the ωB97M-V functional and the def2-TZVPD basis.

net charge = 0
HOMO level = -8.090 eV
SMILES = OCCOCC[C@@H]1CCCCN1
LUMO = 0.94 eV
energy relative to the best compared isomer or geometry (same formula, charge and spin) = 365.77 kJ/mol
energy = -559.4521 Eh

Structure (XYZ):
```
31
Properties=species:S:1:pos:R:3:forces:R:3
O -1.781578 1.880421 -4.123891 -1.32 -2.91 -1.85
C -1.872552 0.374983 -3.980058 2.65 1.10 -0.59
C -1.940271 0.062972 -2.534062 1.71 -0.81 2.26
O -0.802367 0.741513 -1.930435 0.00 0.48 0.23
C -0.956072 1.506424 -0.740792 -1.88 2.60 -0.99
C -1.152380 0.643212 0.515389 2.66 0.78 -0.13
C 0.242173 -0.013632 0.837821 0.29 -1.34 1.64
C -0.041446 -1.069769 1.902849 1.41 -1.61 -0.39
C 1.270764 -1.947897 2.098726 -0.53 1.33 -1.41
C 2.518762 -1.110505 2.442523 0.80 -0.49 -3.40
C 2.687132 0.142503 1.461793 -3.08 -3.77 0.04
N 1.356818 0.747130 1.517798 -0.54 2.15 -2.06
H -1.443210 2.291658 -3.343166 0.58 -0.35 1.00
H -2.705813 -0.090869 -4.446758 -1.25 0.57 -0.71
H -0.993861 -0.183731 -4.508548 -0.99 1.49 1.09
H -1.628120 -0.979238 -2.219952 -1.41 0.51 -1.03
H -2.925949 0.360656 -2.116944 0.64 -0.03 0.07
H -0.074763 2.284225 -0.791817 -1.45 -1.84 0.80
H -1.914749 2.171341 -0.889669 1.45 -0.94 0.32
H -1.510608 1.168062 1.417295 0.21 0.26 -0.51
H -1.876917 -0.159633 0.353816 0.17 0.08 -0.34
H 0.672713 -0.510118 -0.085420 -0.51 0.76 0.89
H -0.064550 -0.579838 2.863445 -0.95 0.43 0.37
H -0.989891 -1.609183 1.696444 0.74 -0.21 0.36
H 1.494277 -2.498172 1.183764 -0.21 -0.28 0.01
H 1.156119 -2.601224 2.915985 -0.39 -1.20 0.82
H 3.376321 -1.805231 2.393769 -0.12 0.37 0.27
H 2.386949 -0.760853 3.403787 0.08 0.96 2.25
H 2.954032 -0.176894 0.433997 -0.38 0.13 0.48
H 3.418595 0.779932 1.778961 1.82 1.87 0.99
H 1.140446 0.941756 2.493350 -0.21 -0.06 -0.45
```
Forces are in eV/Å.

Taken from the Mulliken analysis, the atomic charges in e are: -0.528, -0.327, -0.489, -0.368, -0.668, -0.917, 0.311, -1.042, -0.615, -0.813, -0.636, -0.420, 0.316, 0.384, 0.201, 0.279, 0.335, 0.346, 0.364, 0.411, 0.370, 0.307, 0.300, 0.418, 0.372, 0.394, 0.327, 0.386, 0.281, 0.407, 0.317



Here is an isolated molecule of C4H5PS2 in a non-equilibrium geometry from OMol25. Energies are from the ωB97M-V functional and the def2-TZVPD basis.

net charge = 0
HOMO level = -7.173 eV
LUMO = 0.06 eV
energy relative to the best compared isomer or geometry (same formula, charge and spin) = 176.04 kJ/mol
energy = -1293.0230 Eh

Structure (XYZ):
```
12
Properties=species:S:1:pos:R:3:forces:R:3
C -0.829437 1.110955 -0.331042 -1.09 2.85 0.41
C 0.561227 0.796867 -0.292071 0.66 3.38 -1.20
C -1.947898 0.303512 -0.323944 2.96 -0.83 0.13
C 1.208824 -0.281299 0.048908 -0.77 -4.22 0.66
P -2.111937 -1.407999 -0.244631 0.98 -0.36 0.14
S -0.001836 -1.660170 0.497957 -0.19 0.12 0.28
S 2.772818 -0.961365 -0.289187 -0.15 1.44 -2.75
H -1.122741 2.256544 -0.415031 1.11 -2.47 -0.03
H 1.285551 1.585344 -0.640653 -1.01 -0.37 0.31
H -2.765943 0.843128 -0.606449 -2.60 1.11 -0.50
H -0.152190 -1.189629 1.741462 -0.23 -0.03 0.24
H 3.103565 -1.395890 0.854685 0.33 -0.64 2.30
```
Forces are in eV/Å.

Taken from the Mulliken analysis, the atomic charges in e are: -0.410, 0.062, -0.206, -0.062, -0.088, -0.203, -0.193, 0.159, 0.259, 0.335, 0.229, 0.117



Here is a structure of composition C24H21BBrCrN9O2S from OMol25. Energies are from the ωB97M-V functional and the def2-TZVPD basis.

net charge = +2
HOMO level (alpha / beta) = -13.912 / -13.910 eV
multiplicity = 3
LUMO (alpha / beta) = -8.88 / -7.32 eV
energy relative to the best compared isomer or geometry (same formula, charge and spin) = 23.24 kJ/mol
energy = -5611.6151 Eh

Structure (XYZ):
```
60
Properties=species:S:1:pos:R:3:forces:R:3
Cr 0.751407 -0.628674 -0.039349 0.14 0.06 -0.02
C -2.231571 -3.591712 -0.248290 -0.03 -0.03 0.02
C -1.092076 -2.989308 -0.749213 0.07 0.13 -0.02
N -0.843263 -1.850763 -0.076431 -0.26 -0.08 0.02
N -1.817766 -1.722372 0.858649 0.11 0.12 -0.03
C -2.652610 -2.763319 0.777015 -0.05 -0.02 0.04
B -1.725807 -0.581741 1.901215 0.05 -0.04 -0.06
N -1.524948 0.744492 1.095684 0.17 -0.02 0.07
C -2.226808 1.877297 1.084937 -0.05 -0.04 0.06
C -1.635081 2.763306 0.193932 0.02 0.03 0.00
C -0.546383 2.083746 -0.315508 0.04 -0.01 0.04
N -0.473467 0.867483 0.255117 -0.16 -0.01 -0.07
N -0.376844 -0.804240 2.655627 0.00 -0.01 -0.18
C -0.066571 -0.963884 3.936721 -0.02 -0.06 0.05
C 1.313905 -1.142893 4.054894 -0.03 -0.02 0.09
C 1.796487 -1.066538 2.778162 -0.06 -0.06 -0.22
N 0.768730 -0.866819 1.899178 0.06 0.02 0.23
N -2.948694 -0.511335 2.741150 -0.01 -0.04 0.13
C -4.236182 -0.393452 2.299321 -0.02 0.01 -0.02
C -5.050382 -0.332021 3.394597 0.01 -0.01 -0.05
C -4.167860 -0.422886 4.490595 0.03 0.02 0.08
N -2.913717 -0.525914 4.102996 -0.04 0.03 -0.11
H -2.686804 -4.508742 -0.577245 0.00 0.00 0.00
H -0.440835 -3.307702 -1.543502 -0.01 -0.02 0.00
H -3.484331 -2.849728 1.457011 0.00 -0.02 -0.02
H -3.099235 1.981031 1.709741 0.00 0.02 -0.01
H -1.963816 3.757609 -0.051101 0.00 0.00 0.00
H 0.172721 2.384721 -1.056525 -0.01 -0.01 -0.02
H -0.858211 -0.943565 4.668808 0.02 0.02 0.02
H 1.870010 -1.317136 4.959015 0.00 0.00 0.00
H 2.802159 -1.164484 2.411899 0.02 0.02 0.03
H -4.469698 -0.364867 1.246000 -0.01 0.00 0.00
H -6.122056 -0.240056 3.410128 0.00 -0.01 0.00
H -4.402043 -0.416967 5.543076 -0.01 0.00 0.00
Br 0.356702 0.633555 -7.342696 -0.04 0.07 -0.08
C 1.082173 -0.509099 -6.045427 0.04 -0.06 0.09
C 1.833336 -1.614261 -6.435049 0.01 -0.01 0.00
C 2.366995 -2.474572 -5.483833 -0.02 0.02 0.00
C 2.147508 -2.244120 -4.137636 -0.05 -0.04 -0.09
C 1.399301 -1.127653 -3.760848 0.06 0.02 -0.01
C 0.865061 -0.249478 -4.706124 0.06 0.00 -0.03
C 1.171789 -0.875984 -2.358998 0.01 -0.04 0.34
O 1.326948 -1.786894 -1.448887 0.12 -0.07 0.05
O 0.787833 0.223911 -1.846912 -0.20 -0.05 -0.37
H 1.997971 -1.800863 -7.487668 0.00 0.00 0.00
H 2.951095 -3.326237 -5.803115 0.00 0.00 0.01
H 2.552257 -2.911640 -3.389361 0.00 0.02 0.02
H 0.278059 0.605403 -4.399903 0.00 -0.01 0.02
S 3.034440 0.058372 0.059275 -0.04 0.35 -0.01
C 2.828283 1.776954 0.349391 0.10 -0.19 -0.03
N 3.130866 2.601179 -0.679918 0.05 -0.05 -0.03
C 3.098801 3.945984 -0.615420 -0.02 0.01 0.08
C 2.717828 4.555321 0.552305 0.03 0.01 -0.10
C 2.388810 3.750647 1.641494 -0.01 -0.06 0.04
C 2.446864 2.370401 1.544000 -0.06 0.06 0.06
H 3.423692 2.153950 -1.542685 0.00 0.00 -0.01
H 3.388994 4.475355 -1.511401 0.00 0.02 0.01
H 2.693539 5.633046 0.612411 0.00 0.00 0.01
H 2.099051 4.208141 2.578578 0.00 0.00 0.00
H 2.213426 1.739993 2.390120 0.01 0.00 0.00
```
Forces are in eV/Å.

Taken from the Mulliken analysis, the atomic charges in e are: -0.716, -1.267, -0.157, 0.206, -0.022, -0.034, 0.826, 0.206, 0.117, -1.571, -0.352, 0.278, 0.179, 0.262, -1.310, -0.741, 0.963, 0.421, -0.402, -1.010, -0.290, -1.026, 0.456, 0.599, 0.537, 0.558, 0.484, 0.633, 0.595, 0.472, 0.555, 0.596, 0.483, 0.484, -0.131, -0.252, -0.317, -0.816, -0.512, 0.288, -0.279, 1.646, -0.842, -0.303, 0.441, 0.444, 0.485, 0.535, -0.586, 0.668, 0.015, -0.358, -0.562, -0.386, -0.310, 0.277, 0.424, 0.469, 0.473, 0.478



Here is a cluster of 2 separate species, C6H12N2O2 in total in a non-equilibrium geometry from OMol25. Energies are from the ωB97M-V functional and the def2-TZVPD basis.

net charge = 0
HOMO level = -9.938 eV
SMILES = C[C@H](N)CCC#N.O=CO
LUMO = 0.58 eV
energy relative to the best compared isomer or geometry (same formula, charge and spin) = 69.63 kJ/mol
energy = -495.8110 Eh

Structure (XYZ):
```
22
Properties=species:S:1:pos:R:3:forces:R:3
C 0.793942 -2.806451 0.197854 0.07 -0.04 0.11
C 0.156058 -1.781392 -0.733214 -0.14 -0.13 -0.28
N 1.133602 -0.731864 -1.038382 0.08 0.07 0.02
C -1.106649 -1.194442 -0.093314 0.04 -0.08 0.21
C -1.908851 -0.278122 -1.030009 0.17 0.13 -0.25
C -3.243262 0.034731 -0.508900 -0.82 0.24 0.40
N -4.291816 0.282525 -0.088510 0.99 -0.27 -0.40
H 0.138707 -3.678622 0.323241 0.15 0.23 -0.01
H 1.752893 -3.158689 -0.208960 -0.24 0.06 0.10
H 0.982152 -2.365880 1.188175 -0.02 -0.11 -0.26
H -0.147365 -2.306495 -1.659218 -0.03 0.03 0.20
H 2.009565 -1.143773 -1.349464 -0.15 0.03 0.02
H 0.815163 -0.123450 -1.787989 0.00 -0.08 0.13
H -1.746972 -2.029938 0.223811 0.12 0.19 -0.08
H -0.822787 -0.634037 0.810219 -0.08 -0.13 -0.22
H -1.386239 0.677328 -1.190398 -0.10 -0.26 0.06
H -2.038020 -0.749749 -2.016454 0.02 0.08 0.24
O 1.136457 2.089981 0.714415 0.61 -1.16 -0.43
C 2.015841 1.258598 0.815445 -0.58 1.82 1.55
O 3.250560 1.423681 0.334928 0.30 -0.49 -0.44
H 2.013010 0.457308 1.573823 -0.17 -0.21 -0.70
H 3.286374 2.229348 -0.201077 -0.22 0.04 0.02
```
Forces are in eV/Å.

Taken from the Mulliken analysis, the atomic charges in e are: -1.482, 0.263, -0.453, -0.673, -0.349, 0.066, -0.422, 0.379, 0.409, 0.296, 0.272, 0.243, 0.231, 0.388, 0.281, 0.265, 0.312, -0.539, 0.305, -0.427, 0.307, 0.331